No. 1
C39H57N15O3 | ωB97M-V/def2-TZVPD

Calculated values
SMILES: c1cc[nH]c1.c1cc[nH]c1.c1cc[nH]c1.c1cc[nH]c1.c1cc[nH]c1.c1cc[nH]c1.c1cc[nH]c1.c1cc[nH]c1.c1cc[nH]c1.NC(N)=O.NC(N)=O.NC(N)=O
2S+1: 1
Gap between HOMO and LUMO, eV: 8.45
HOMO, eV: -7.93

Last column: Mulliken charge in e.
CARTESIAN COORDINATES (ANGSTROEM)
N -0.60419 -4.53706 2.96361  0.398
C -0.95875 -4.66372 4.29154  -0.607
C -2.34827 -4.81905 4.24909  -0.857
C -2.77849 -4.89026 2.88744  -0.768
C -1.63070 -4.70589 2.12327  -0.195
H 0.27554 -4.33504 2.53804  0.166
H -0.29506 -4.40658 5.12446  0.381
H -3.02044 -4.86730 5.05803  0.651
H -3.76859 -5.06273 2.53839  0.491
H -1.47939 -4.72463 1.05457  0.384
N 2.57310 4.38360 0.72802  0.336
C 2.34390 5.60595 1.32983  -0.552
C 2.01755 6.50162 0.37234  -0.486
C 2.08382 5.84629 -0.90986  -0.699
C 2.46492 4.54393 -0.61465  -0.547
H 2.91466 3.55398 1.18277  0.116
H 2.37740 5.75578 2.37739  0.334
H 1.91726 7.58170 0.49391  0.414
H 1.93156 6.26332 -1.89647  0.471
H 2.70854 3.76638 -1.31672  0.550
N 1.01196 -4.87876 -0.35996  0.275
C 1.56112 -5.82318 0.41977  -0.451
C 2.21276 -5.26474 1.48651  -0.678
C 2.08123 -3.87718 1.32876  -0.368
C 1.41290 -3.63842 0.17918  0.020
H 0.59274 -4.89727 -1.23549  0.169
H 1.35266 -6.89259 0.16203  0.356
H 2.66852 -5.86744 2.28049  0.356
H 2.36302 -3.01376 1.93882  0.571
H 1.04862 -2.71693 -0.25231  -0.077
N -3.19177 -1.77567 3.93907  0.255
C -2.85118 -0.66950 4.71832  -1.179
C -3.10397 0.49596 4.02594  -0.154
C -3.63721 0.02481 2.76243  -0.456
C -3.69689 -1.32616 2.78252  -0.442
H -3.00654 -2.71923 4.23636  0.202
H -2.50253 -0.80414 5.72199  0.468
H -3.03758 1.50011 4.38534  0.572
H -3.87848 0.74528 1.97038  0.151
H -4.08161 -2.03502 2.09974  0.452
N -0.89173 -1.07916 -7.04837  0.216
C 0.32022 -1.33217 -7.52070  -0.441
C 0.35234 -2.67143 -7.86581  -0.492
C -0.98741 -3.19528 -7.57440  -0.363
C -1.74047 -2.14776 -7.09616  -1.002
H -1.18388 -0.17204 -6.76233  0.216
H 1.08354 -0.54710 -7.59318  0.384
H 1.21707 -3.22564 -8.18858  0.405
H -1.32445 -4.15958 -7.83075  0.462
H -2.70026 -2.05524 -6.67462  0.621
N 3.66333 0.76284 0.67578  0.653
C 4.35131 0.53400 1.83735  -0.853
C 5.64042 0.96391 1.62542  -0.596
C 5.76395 1.38292 0.27691  -0.811
C 4.52750 1.27008 -0.21752  -0.396
H 2.68632 0.45276 0.38998  0.159
H 3.83589 0.07294 2.69814  0.456
H 6.43610 0.89061 2.34674  0.450
H 6.65643 1.80742 -0.20945  0.380
H 4.15646 1.38277 -1.22658  0.512
N -1.11804 4.04224 0.11197  0.239
C -1.85306 4.53580 -0.93702  -0.360
C -3.18546 4.17099 -0.74925  -0.836
C -3.23759 3.47817 0.50084  -0.462
C -1.97301 3.40737 1.05315  -0.724
H -0.12566 4.21695 0.28810  0.219
H -1.37488 5.16791 -1.65627  0.465
H -4.11010 4.28208 -1.41847  0.381
H -4.09344 2.85111 0.67381  0.378
H -1.59538 2.87224 1.92419  0.701
N 2.51527 4.17692 4.88279  0.098
C 1.20567 4.11236 5.25005  -0.745
C 0.66727 3.12891 4.44496  -1.148
C 1.74793 2.52121 3.69169  0.217
C 2.88672 3.17060 4.01269  -1.193
H 3.16386 4.81872 5.29855  0.189
H 0.78371 4.76346 6.00287  0.422
H -0.33591 2.81977 4.39134  0.599
H 1.65090 1.72439 3.03426  1.079
H 3.92711 3.11790 3.73907  0.460
N 0.38807 1.91714 -1.94831  0.956
C 0.74196 1.38242 -3.14528  -1.559
C 0.72342 0.00262 -3.05468  -0.244
C 0.22243 -0.30781 -1.75397  1.274
C 0.06437 0.89210 -1.11915  -1.834
H 0.36970 2.84746 -1.56058  -0.135
H 0.95708 2.01714 -3.98736  0.468
H 0.87293 -0.70073 -3.82703  0.583
H 0.03551 -1.31687 -1.34897  -0.285
H -0.14279 1.11036 -0.09717  0.660
C -3.21742 0.95012 -3.98097  0.206
O -2.76932 0.42969 -5.05000  -0.633
N -4.54143 1.38917 -3.88680  -0.464
N -2.49335 0.95650 -2.82265  -0.260
H -5.03697 1.06231 -4.72246  0.277
H -5.09142 1.40514 -3.05153  0.216
H -1.58375 0.59043 -3.04972  0.396
H -2.48647 1.87366 -2.31758  0.228
C -0.91671 -3.17720 -3.14100  0.489
O -0.80110 -3.49363 -1.93366  -0.591
N -2.11201 -3.16083 -3.72956  -0.376
N 0.13182 -3.03416 -3.97034  -0.183
H -2.25760 -2.68812 -4.62695  0.017
H -2.93087 -3.14777 -3.17046  0.256
H 1.03138 -3.03300 -3.55963  0.218
H 0.06810 -2.87508 -4.93849  0.137
C 0.89862 -0.95131 2.78531  0.579
O 1.92676 -0.80131 2.14246  -0.456
N 0.82186 -1.00586 4.12694  -0.290
N -0.33344 -1.01649 2.12736  0.284
H 1.62682 -1.15106 4.67117  0.240
H -0.14518 -1.08777 4.49340  0.124
H -0.30184 -0.90694 1.13232  -0.403
H -1.16990 -0.64070 2.56922  0.143

No. 2
C4H6FNO3 | ωB97M-V/def2-TZVPD

Calculated values
SMILES: CC(=O)ON(F)C(C)=O
2S+1: 1
Gap between HOMO and LUMO, eV: 10.69
HOMO, eV: -10.21

Last column: natural (NBO) charge in e.
CARTESIAN COORDINATES (ANGSTROEM)
C 0.67162 -0.60776 -1.20452  0.628
C -1.02490 0.18536 1.09318  0.763
C 2.08152 -0.60230 -1.78743  -0.714
C -2.06256 0.35824 2.13864  -0.705
N 0.27628 0.58651 -0.66871  0.177
O -0.16356 -1.54104 -1.34782  -0.570
O -0.91781 0.90334 -0.03636  -0.300
O -0.07543 -0.47325 1.60675  -0.584
F 0.93742 1.75298 -1.14235  -0.200
H 2.87646 -0.75325 -1.02465  0.251
H 2.25806 -1.52644 -2.35732  0.253
H 2.23303 0.36201 -2.31071  0.249
H -2.41780 1.36484 2.09168  0.234
H -1.57184 0.04248 3.01721  0.268
H -3.10050 -0.05173 1.93241  0.250

No. 3
C6H10N2 | ωB97M-V/def2-TZVPD

Calculated values
2S+1: 1
Gap between HOMO and LUMO (spin up / spin down), eV: 7.59 / 7.58
HOMO (spin up / spin down), eV: -8.78 / -8.78

Last column: natural (NBO) charge in e.
CARTESIAN COORDINATES (ANGSTROEM)
C -2.42666 -0.02519 -0.01829  -0.179
C 1.02132 1.12911 1.42760  -0.298
C 0.46164 0.69112 0.29006  -0.104
C 0.28587 1.53836 -0.92357  -0.643
C 0.01969 -1.36999 -1.19614  -0.709
C 0.11255 -0.70886 0.14690  0.520
N -3.55610 0.11843 0.17413  -0.582
N 0.33433 -1.44146 1.24941  -0.692
H 1.06139 0.66469 2.38986  0.190
H 1.30055 2.19324 1.60589  0.213
H -0.49634 1.14965 -1.53848  0.251
H 0.10609 2.58368 -0.58284  0.243
H 1.20019 1.49080 -1.66582  0.215
H 0.27552 -2.48054 -1.17623  0.231
H -0.96461 -1.24847 -1.58982  0.307
H 0.75577 -0.79083 -1.88908  0.242
H 0.16293 -1.06705 2.08106  0.396
H 0.34586 -2.42669 1.21535  0.400

No. 4
C19H18ClFN2O2 | ωB97M-V/def2-TZVPD

Calculated values
SMILES: O=C(Nc1cccc(F)c1)C1CCN(C(=O)c2ccc(Cl)cc2)CC1
2S+1: 1
Gap between HOMO and LUMO, eV: 9.03
HOMO, eV: -8.60

Last column: natural (NBO) charge in e.
CARTESIAN COORDINATES (ANGSTROEM)
O -3.13397 -1.17162 -1.72053  -0.601
C -2.10520 -1.13528 -1.08383  0.687
N -1.73793 -0.11287 -0.26668  -0.647
C -2.43275 1.06497 0.02608  0.251
C -1.92889 1.87204 1.04727  -0.307
C -2.55836 3.05800 1.37203  -0.162
C -3.69470 3.46352 0.69170  -0.312
C -4.17855 2.64684 -0.31326  0.411
C -3.57416 1.45512 -0.66542  -0.337
H -3.98688 0.84544 -1.45090  0.267
F -5.28515 3.02805 -0.98486  -0.324
H -4.20071 4.38495 0.92997  0.228
H -2.16113 3.67225 2.16527  0.217
H -1.05226 1.55916 1.59634  0.240
H -0.89138 -0.21887 0.27129  0.409
C -1.09524 -2.28682 -1.16210  -0.304
C 0.30011 -1.82390 -1.63560  -0.413
H 0.29324 -0.74704 -1.82051  0.215
H 0.55966 -2.31220 -2.57475  0.224
C 1.38344 -2.13563 -0.59694  -0.220
N 0.94348 -1.66914 0.69579  -0.439
C 1.25582 -0.45868 1.21361  0.662
O 0.63349 0.03162 2.14316  -0.630
C 2.41016 0.26302 0.59345  -0.149
C 3.70558 -0.23067 0.70752  -0.140
C 4.77284 0.48433 0.19697  -0.243
C 4.54041 1.69802 -0.43305  -0.036
C 3.25585 2.20725 -0.54332  -0.214
C 2.19454 1.49104 -0.02050  -0.177
H 1.19285 1.88940 -0.08906  0.230
H 3.09000 3.15679 -1.02677  0.232
Cl 5.87055 2.58833 -1.08151  0.017
H 5.77906 0.10685 0.28736  0.231
H 3.87937 -1.17212 1.20766  0.217
C -0.18272 -2.40688 1.24958  -0.238
C -1.01756 -3.07786 0.15489  -0.413
H -2.02696 -3.24689 0.53239  0.236
H -0.59140 -4.05709 -0.07259  0.210
H 0.19902 -3.17382 1.93477  0.206
H -0.77896 -1.71073 1.84608  0.239
H 1.56227 -3.21227 -0.53573  0.199
H 2.31645 -1.64573 -0.87480  0.233
H -1.52335 -2.96086 -1.91045  0.244

No. 5
C11H13BO2 | ωB97M-V/def2-TZVPD

Calculated values
2S+1: 1
Gap between HOMO and LUMO, eV: 8.18
HOMO, eV: -7.65

Last column: natural (NBO) charge in e.
CARTESIAN COORDINATES (ANGSTROEM)
B -1.18417 0.60833 -0.64729  1.178
C 3.44043 -0.98313 1.22478  -0.212
C 2.48985 -0.51976 2.11244  -0.257
C 3.13396 -1.58982 -0.02281  -0.239
C 1.14567 -0.72908 1.75445  -0.175
C 1.80693 -1.62382 -0.41772  0.012
C 0.81292 -1.21151 0.50265  -0.069
C 1.10580 -2.07406 -1.55886  -0.283
C -0.22463 -1.93873 -1.36757  -0.158
C -0.53589 -1.28244 -0.13003  -0.466
C -2.90733 0.74684 1.10190  -0.256
C -0.79965 2.41712 -2.09492  -0.242
O -2.07591 1.20833 0.04146  -0.733
O -0.41873 1.24156 -1.51044  -0.703
H 4.54207 -0.85074 1.38968  0.208
H 2.70134 -0.24390 3.15612  0.217
H 3.94469 -2.01177 -0.65507  0.212
H 0.34656 -0.41026 2.57459  0.197
H 1.57974 -2.38353 -2.44088  0.210
H -1.01905 -2.28540 -2.17720  0.209
H -1.38006 -1.58448 0.34005  0.223
H -3.70408 1.56772 1.37129  0.204
H -2.42757 0.49094 2.15045  0.198
H -3.33520 -0.19072 0.67645  0.190
H -0.11396 3.14612 -1.83767  0.182
H -1.80615 2.72278 -1.69062  0.172
H -0.95996 2.51819 -3.21942  0.181

Calculated E_tot (Ha), listed in the same order as above: -2567.39213, -536.18538, -343.99747, -1554.92570, -602.25413
Calculated energy above the lowest of the compared OMol25 structures with the same formula, charge and spin (eV), listed in the same order as above: 0.0000, 1.7617, 3.7891, 0.0000, 1.6134